Entry 1:
C18H24N2O5S | ωB97M-V/def2-TZVPD

Summary:
Energy above the lowest of the compared OMol25 structures with the same formula, charge and spin: 1784.6 kJ/mol
E_tot: -1583.5695 Eh
Maximum force: 19.81 eV/A
SMILES string: CCSCCOC(=O)C1=C(C)NC(=O)N[C@@H]1c1cccc(OC)c1OC
Orbital gap: 7.955 eV

Positions of all 50 atoms, in Å:
C  6.4835  -2.0933  -0.5539
C  4.9931  -2.2825  -1.1324
H  4.9833  -3.0530  -2.0299
H  4.4355  -2.6591  -0.3857
S  4.4209  -0.5453  -1.8493
C  3.0637  -1.4246  -2.6715
H  3.4779  -2.2538  -3.2361
H  2.5921  -0.5653  -3.4440
C  1.9043  -1.9524  -1.9307
H  1.0028  -2.2428  -2.4093
H  2.2116  -2.9908  -1.3209
O  1.5110  -1.0218  -1.0688
C  0.6257  0.1551  -1.3674
O  0.0481  -0.2285  -2.4872
C  0.3116  1.1051  -0.5373
C  1.1260  1.2651  0.7584
N  0.7167  2.5262  1.5431
C  -0.2766  3.2919  1.1827
O  -0.7370  4.2162  1.7606
N  -0.9091  2.9841  -0.0312
H  -1.6827  3.7448  -0.3741
C  -0.8133  1.6488  -0.7782
C  -2.1979  0.8983  -0.6202
C  -2.8239  0.4247  -1.6143
C  -4.1155  -0.1645  -1.8273
C  -4.5488  -0.4923  -0.2669
C  -3.6969  0.0588  0.9433
C  -2.6943  0.5982  0.5884
O  -1.7175  1.0836  1.8020
C  -2.4267  1.4975  3.0334
H  -1.7929  2.1613  3.3134
H  -2.5205  0.7192  3.4996
H  -3.4257  1.9467  2.7979
O  -4.0445  -0.3192  2.1697
C  -5.2217  -1.1407  2.3566
H  -6.2745  -0.8320  1.8960
H  -5.4083  -1.2037  3.2750
H  -5.1817  -2.3384  2.0644
H  -5.3502  -1.1471  -0.1769
H  -4.5167  -0.6939  -2.4257
H  -2.5533  0.8077  -2.5054
H  -0.7134  1.8431  -1.7782
H  1.2877  2.6102  2.2816
C  2.3408  0.6763  1.2221
H  2.0161  -0.4129  1.4080
H  2.8189  0.5215  0.3982
H  2.7086  1.2327  2.0473
H  7.0973  -1.5310  -1.2745
H  6.8895  -2.9832  -0.3841
H  6.5769  -1.4452  0.1398

Atoms 1-3, force components in eV/Å:
C -3.09 -0.03 -7.17
C 4.37 1.96 -3.56
H 0.14 1.75 1.75

These are the Löwdin partial charges, in e, on atoms 1 to 8: -0.121 -0.379 0.113 0.007 0.836 -0.531 0.057 0.146



Entry 2:
C18H24N2PtTe4 | ωB97M-V/def2-TZVPD

Summary:
Energy above the lowest of the compared OMol25 structures with the same formula, charge and spin: 45.1 kJ/mol
E_tot: -2001.2754 Eh
Maximum force: 0.69 eV/A
Orbital gap: 5.498 eV

Positions of all 49 atoms, in Å:
Pt  1.7016  2.9464  -2.4058
Te  -0.7233  4.0783  -2.6244
Te  1.2859  4.8150  -4.2282
Te  3.9172  4.1927  -3.1288
Te  4.0738  1.7239  -2.1121
C  -0.1498  -0.3729  3.9160
C  0.5798  0.9666  3.8371
C  -0.2619  2.0292  4.5556
C  1.9386  0.8309  4.5367
C  0.8083  1.4095  2.3944
C  1.4503  2.6190  2.1258
C  1.6485  3.0121  0.8196
N  1.2427  2.2771  -0.2139
C  0.6344  1.1199  0.0095
C  0.4040  0.6568  1.2998
C  0.2181  0.3598  -1.2161
C  -0.5044  -0.8267  -1.1599
C  -0.8545  -1.4870  -2.3301
C  -0.4573  -0.8970  -3.5307
C  0.2536  0.2838  -3.5092
N  0.5866  0.8932  -2.3732
C  -1.6371  -2.7977  -2.3422
C  -0.7996  -3.8695  -3.0520
C  -1.9617  -3.2841  -0.9313
C  -2.9507  -2.5855  -3.1060
H  -0.2939  -0.6429  4.9633
H  0.4220  -1.1753  3.4451
H  -1.1358  -0.3258  3.4489
H  -0.4458  1.7213  5.5869
H  -1.2264  2.1641  4.0624
H  0.2414  2.9962  4.5781
H  1.7948  0.5031  5.5683
H  2.4780  1.7785  4.5569
H  2.5681  0.0972  4.0297
H  1.8024  3.2599  2.9229
H  2.1479  3.9404  0.5741
H  -0.0869  -0.2920  1.4508
H  -0.7964  -1.2335  -0.2043
H  -0.6972  -1.3445  -4.4858
H  0.5729  0.7726  -4.4206
H  0.1535  -4.0228  -2.5424
H  -0.5869  -3.5972  -4.0862
H  -1.3400  -4.8182  -3.0581
H  -1.0572  -3.4713  -0.3486
H  -2.5142  -4.2230  -0.9928
H  -2.5854  -2.5704  -0.3888
H  -2.7724  -2.2903  -4.1406
H  -3.5560  -1.8087  -2.6350
H  -3.5296  -3.5113  -3.1148

Atoms 1-3, force components in eV/Å:
Pt 0.07 0.13 -0.11
Te 0.17 0.18 0.11
Te -0.41 -0.36 -0.41

These are the Löwdin partial charges, in e, on atoms 1 to 8: -0.120 0.067 0.013 0.013 0.067 -0.066 -0.560 -0.041



Entry 3:
C18H24N4O | ωB97M-V/def2-TZVPD

Summary:
Energy above the lowest of the compared OMol25 structures with the same formula, charge and spin: 664.2 kJ/mol
E_tot: -994.3603 Eh
Maximum force: 7.00 eV/A
SMILES string: Cc1ccc(CC2NNNN2)cc1OCc1c(C)cccc1C
Orbital gap: 8.713 eV

Positions of all 47 atoms, in Å:
O  -0.6065  1.9544  0.4612
C  -3.1776  -0.5779  -2.9595
C  1.3877  1.1288  3.4151
C  -3.2620  -1.2063  -1.7351
C  -2.7253  0.6968  -3.0319
C  2.1155  0.0184  2.9372
C  0.9513  0.1671  0.7196
C  0.1267  1.2443  1.2733
C  0.3791  1.6703  2.6182
C  -2.7405  -0.5726  -0.5858
C  -2.4292  1.5190  -1.9282
C  -2.3424  0.8306  -0.6767
C  1.8935  -0.4812  1.5761
N  2.7028  -2.8190  -2.4631
N  3.5885  -3.5976  -1.7710
N  2.0662  -1.9921  -1.4995
N  4.0806  -2.4729  -1.0119
C  -0.3492  2.9101  3.1649
C  -2.6681  -1.3378  0.7604
C  -1.8302  2.9701  -2.1188
C  -2.0298  1.6786  0.5525
C  2.7657  -1.5998  0.9427
C  3.0670  -1.5632  -0.5473
H  -3.3658  -1.1235  -3.8925
H  1.6020  1.6026  4.3851
H  -3.6135  -2.2028  -1.7609
H  -2.6473  1.1907  -3.9871
H  2.9970  -0.3419  3.5288
H  0.7449  -0.0603  -0.3220
H  3.1759  -2.2450  -3.1242
H  4.2436  -4.1208  -2.4406
H  1.2727  -2.4696  -1.0933
H  4.7194  -2.7575  -0.2364
H  0.3367  3.5602  3.7070
H  -0.7980  3.4746  2.3917
H  -1.0410  2.4672  3.8768
H  -1.6149  -1.4769  1.1697
H  -3.1954  -2.2864  0.7861
H  -3.1966  -0.6673  1.3583
H  -2.5019  3.6364  -1.5594
H  -1.8513  3.1345  -3.1839
H  -0.8468  2.9810  -1.6396
H  -2.5990  2.6777  0.5316
H  -2.2827  1.1640  1.4719
H  2.3862  -2.6366  1.1109
H  3.7578  -1.5249  1.5369
H  3.3540  -0.5433  -0.7070

Atoms 1-3, force components in eV/Å:
O -2.15 1.52 -0.75
C -0.09 -0.78 -0.46
C 0.17 -1.44 -0.94

These are the Löwdin partial charges, in e, on atoms 1 to 8: -0.067 -0.104 -0.061 -0.054 -0.081 -0.035 0.067 -0.279